Record 1
Entry from the Open Molecules 2025 dataset: a 5-piece molecular cluster, C23H38BrN5O3 overall (ωB97M-V with the def2-TZVPD basis set).

Each line ends with the Löwdin charge.
Atoms and positions in Å:
C 1.927639 1.150609 -0.371207  0.031
C 0.877372 0.076932 -0.482995  -0.515
O -0.170440 0.213037 -1.033103  0.150
O 1.186117 -1.092449 0.175913  -0.086
C 2.110037 -1.949482 -0.479745  -0.220
C 3.015720 -2.642377 0.517645  -0.745
Br 1.924393 -3.935951 1.497817  0.778
C 3.674601 -1.671201 1.527526  -0.183
N 5.039850 -1.484835 1.041872  0.091
C 5.376229 -2.392608 0.054317  -0.478
O 6.410947 -2.422718 -0.558099  0.084
C 4.184858 -3.316313 -0.185028  -0.093
H 1.698112 1.759627 0.506616  0.095
H 1.897036 1.781214 -1.259355  0.072
H 2.927213 0.734978 -0.243254  0.073
H 2.726180 -1.382052 -1.193351  0.145
H 1.542754 -2.698638 -1.038224  0.132
H 3.679177 -2.121245 2.518509  0.071
H 3.132415 -0.729856 1.609318  0.113
H 5.370161 -0.551402 0.841431  0.143
H 4.383539 -4.334050 0.144151  0.116
H 4.035381 -3.341504 -1.268891  0.133
C -1.020353 4.931673 -1.610783  -0.118
C 0.122542 4.991254 -0.609859  -0.250
C 1.433590 5.433216 -1.276721  -0.183
C 1.795463 4.565734 -2.399527  -0.224
N 2.044181 3.883106 -3.288294  0.164
H -0.802398 4.178031 -2.367614  0.044
H -1.967098 4.657164 -1.148879  0.078
H -1.164327 5.887205 -2.118897  0.080
H 0.263063 4.008583 -0.154202  0.097
H -0.089970 5.691833 0.199294  0.109
H 2.262378 5.446064 -0.567160  0.117
H 1.328974 6.445300 -1.674698  0.122
C -0.917645 -0.523036 2.477278  -0.102
C -1.342086 -0.907136 3.889247  -0.268
C -0.263083 -0.590694 4.932666  -0.181
C 0.976119 -1.315155 4.653461  -0.218
N 1.956934 -1.855212 4.404333  0.161
H -0.034043 -1.079121 2.157861  0.048
H -1.715017 -0.732498 1.764183  0.080
H -0.686268 0.543365 2.410633  0.079
H -1.577712 -1.970815 3.938376  0.091
H -2.252709 -0.379497 4.174364  0.098
H -0.596164 -0.857024 5.936727  0.119
H -0.031736 0.476969 4.932095  0.119
C -3.631472 -5.389514 2.367461  -0.108
C -5.109701 -5.157202 2.648245  -0.261
C -5.462857 -3.669069 2.758038  -0.190
C -4.740068 -3.013456 3.848179  -0.226
N -4.170253 -2.526540 4.716720  0.158
H -3.011645 -5.003299 3.177996  0.070
H -3.419625 -6.453150 2.263130  0.073
H -3.324008 -4.894905 1.443907  0.078
H -5.401899 -5.659864 3.572004  0.112
H -5.716932 -5.583879 1.848224  0.107
H -6.530603 -3.529212 2.932783  0.118
H -5.212099 -3.150807 1.829664  0.121
C -0.254669 1.625107 -4.758314  -0.113
C -0.548472 2.377710 -6.049659  -0.253
C -0.803502 3.870496 -5.808402  -0.189
C -1.955400 4.095362 -4.934528  -0.239
N -2.816939 4.225678 -4.187849  0.157
H -1.105904 1.665279 -4.076681  0.072
H -0.040626 0.576082 -4.962833  0.072
H 0.607710 2.053804 -4.243975  0.038
H -1.412964 1.944256 -6.556506  0.109
H 0.297637 2.294300 -6.733895  0.108
H -0.975006 4.403112 -6.745129  0.115
H 0.067368 4.320686 -5.324326  0.103

Force components x, y, z for each atom (eV/Å):
C 0.06 0.01 -0.17
C 0.17 -0.07 -0.08
O -0.13 0.05 0.07
O -0.08 -0.01 -0.01
C 0.05 0.11 -0.26
C -0.04 0.00 0.54
Br -0.11 -0.08 -0.01
C 0.03 -0.12 0.14
N -0.20 0.10 -0.69
C -0.30 -0.11 0.12
O 0.20 0.13 -0.08
C 0.06 0.02 -0.36
H 0.00 -0.05 -0.01
H -0.01 0.02 0.07
H -0.05 0.02 0.00
H 0.01 0.01 0.12
H 0.12 0.04 -0.09
H 0.03 0.06 -0.02
H 0.00 -0.04 -0.07
H 0.21 -0.03 0.43
H 0.02 0.07 0.11
H 0.02 -0.17 0.08
C 0.06 -0.08 -0.01
C -0.01 0.01 -0.03
C -0.03 0.03 0.04
C -0.01 0.05 0.06
N 0.07 -0.04 -0.02
H -0.09 0.03 -0.03
H 0.03 0.00 0.05
H 0.01 0.00 0.01
H 0.02 0.01 0.02
H 0.00 0.01 -0.01
H 0.00 -0.01 -0.02
H 0.00 0.00 0.03
C 0.00 -0.09 0.08
C 0.03 0.06 -0.05
C -0.11 -0.08 -0.05
C 0.03 0.19 0.04
N 0.12 -0.08 0.02
H -0.11 0.01 0.07
H 0.02 0.01 -0.03
H -0.02 0.05 0.02
H -0.01 0.02 0.00
H 0.01 -0.02 0.03
H -0.02 0.01 -0.01
H 0.01 -0.01 0.02
C -0.01 -0.01 0.00
C 0.02 0.00 0.01
C 0.00 -0.01 -0.05
C -0.06 -0.04 -0.01
N 0.04 0.05 0.07
H 0.00 0.01 0.00
H 0.00 0.00 0.00
H 0.00 0.00 0.00
H 0.00 0.00 0.00
H -0.01 0.01 0.00
H 0.01 -0.01 -0.01
H -0.01 0.00 0.01
C 0.01 -0.01 0.02
C 0.00 -0.02 0.04
C 0.03 0.05 -0.05
C 0.14 -0.09 0.09
N -0.18 0.06 -0.08
H 0.00 -0.02 0.00
H -0.02 -0.01 0.00
H -0.04 -0.02 -0.06
H 0.00 0.00 0.00
H 0.00 0.02 0.00
H 0.02 -0.02 0.00
H -0.01 0.00 -0.01

Summary:
SMILES string ... CC(=O)OC[C@]1(Br)CNC(=O)C1.CCCC#N.CCCC#N.CCCC#N.CCCC#N
Calculated total energy ... -108102.764 eV

Record 2
Entry from the Open Molecules 2025 dataset: one molecule with the formula C7H10 (ωB97M-V with the def2-TZVPD basis set).

Each line ends with the Löwdin charge.
Atoms and positions in Å:
C 1.013535 0.050123 -1.695758  -0.036
C 0.965980 -0.012630 -0.166965  -0.327
C 2.017962 -0.022026 0.642442  0.031
C -0.547722 -1.691358 0.727648  0.065
C -0.376481 -0.390804 0.417624  -0.283
C -1.474754 0.552620 0.048577  -0.144
C -2.120865 1.377486 0.864908  0.024
H 1.905354 0.578083 -2.039897  0.082
H 0.117543 0.594865 -2.049370  0.065
H 0.992028 -0.968191 -2.056429  0.084
H 1.908502 -0.418020 1.638996  0.056
H 2.926470 0.577477 0.600575  0.062
H -1.395448 -2.255815 0.346195  0.063
H 0.108014 -2.339315 1.284689  0.060
H -1.558972 0.702556 -1.024485  0.088
H -2.497134 2.324228 0.523588  0.052
H -1.984014 1.340725 1.937660  0.060

Force components x, y, z for each atom (eV/Å):
C -0.71 1.52 1.07
C 0.35 -0.06 0.82
C 0.48 1.08 0.88
C -1.04 -0.11 0.04
C -0.26 -1.56 -1.54
C 0.48 -0.14 -0.72
C 1.14 0.11 0.48
H -0.04 -0.19 0.02
H 0.59 -0.37 -0.22
H 0.00 -0.23 -0.20
H -0.45 0.23 0.43
H 0.29 -0.77 -1.16
H -0.92 0.54 1.06
H 1.13 0.11 -0.68
H -0.19 0.29 0.03
H -0.89 -0.15 -0.43
H 0.02 -0.30 0.11

Summary:
SMILES string ... C=CC(=C)C(=C)C
Calculated total energy ... -7417.445 eV

Record 3
Entry from the Open Molecules 2025 dataset: a 2-piece molecular cluster, C2H3ClO2S overall (ωB97M-V with the def2-TZVPD basis set).

Each line ends with the Löwdin charge.
Atoms and positions in Å:
C 0.751892 -0.825678 -0.044978  -0.408
C 2.025134 -0.504551 -0.676317  -0.989
O -1.127290 0.290798 1.498241  -0.472
O 2.446148 -1.122888 -1.643077  0.026
S 0.497514 -0.115489 1.632728  0.792
Cl 2.938518 0.653849 0.143339  0.735
H -0.385328 0.318767 -0.728955  0.258
H 0.157565 -1.654955 -0.351281  0.054
H -1.221451 0.619384 2.389268  0.004

Force components x, y, z for each atom (eV/Å):
C -4.07 4.59 0.46
C 0.48 -2.81 -2.46
O 0.60 -0.37 -0.36
O -0.69 1.38 1.58
S 0.45 -1.24 -1.26
Cl 1.29 1.20 0.27
H 2.63 -2.36 1.15
H 0.25 -0.85 -0.02
H -0.94 0.45 0.65

Summary:
Calculated total energy ... -29571.437 eV